<i>
Computed, not measured: a single C17H22N4O3S molecule, with ωB97M-V/def2-TZVPD.

Properties
HOMO = -8.5 eV
2S+1 = 1
SMILES = CC(=O)NC[C@@H]1C[C@@H](NS(=O)(=O)c2cccc3cncc(C)c23)CN1
orbital gap = 8.03 eV

Geometry as XYZ:
```
47
Properties=species:S:1:pos:R:3:mulliken_charge:R:1
C 2.89484 2.35898 4.66647 -1.264
C 2.51732 1.60798 3.50668 0.645
O 1.51255 1.93226 2.87625 -0.580
N 3.40460 0.73700 2.87350 -0.131
C 2.99495 -0.11546 1.73789 -0.892
C 2.22595 -1.42063 2.20471 0.233
C 1.64138 -2.21835 1.05555 -0.893
C 0.30738 -1.41530 0.81645 -0.138
N -0.75924 -2.17219 0.06284 -0.375
S -2.27010 -1.44919 -0.42096 1.100
O -2.75408 -2.49913 -1.28664 -0.644
O -3.05913 -1.21850 0.71922 -0.635
C -2.05685 0.17101 -1.39077 0.324
C -2.26508 1.26873 -0.53728 -0.251
C -2.53422 2.56203 -0.95672 -0.983
C -2.43483 2.82595 -2.34393 -0.435
C -2.00967 1.72920 -3.16346 0.731
C -2.08936 1.99486 -4.55311 -1.060
N -1.99262 1.10526 -5.50544 -0.651
C -1.68266 -0.15365 -5.19924 -0.515
C -1.56937 -0.57197 -3.81599 0.934
C -1.02715 -2.02336 -3.63895 -1.497
C -1.74376 0.33734 -2.81255 0.446
C -0.09339 -0.90679 2.17994 -0.365
N 0.98185 -1.34910 3.06796 -0.540
H 3.28019 1.75497 5.52502 0.342
H 3.69436 3.00396 4.36399 0.342
H 2.07979 3.02301 5.03852 0.313
H 4.32430 0.51054 3.37349 0.277
H 3.98072 -0.49283 1.31295 0.370
H 2.64023 0.53889 0.88283 0.267
H 2.92918 -2.03354 2.74785 0.382
H 1.48447 -3.24743 1.37078 0.350
H 2.44820 -2.11963 0.27199 0.307
H 0.49197 -0.55654 0.17166 0.333
H -0.99551 -3.02753 0.50705 0.328
H -2.58479 1.13549 0.50149 0.391
H -2.72083 3.40880 -0.29361 0.386
H -2.85144 3.76586 -2.70530 0.338
H -2.40007 2.94319 -4.83264 0.449
H -1.30307 -0.81446 -5.97865 0.413
H -0.20123 -2.21008 -4.39190 0.413
H -0.62969 -2.25090 -2.68662 0.319
H -1.80481 -2.76075 -3.85013 0.300
H -0.01363 0.21345 2.10011 0.127
H -1.09575 -1.23341 2.56282 0.369
H 1.10810 -0.66808 3.86585 0.320
```



<ii>
Computed, not measured: a single C17H22N4O3S molecule, with ωB97M-V/def2-TZVPD.

Properties
HOMO = -8.7 eV
2S+1 = 1
SMILES = O=C([C@@H]1CCCN(Cc2nc(-c3cccs3)no2)C1)N1CCOCC1
orbital gap = 9.18 eV

Geometry as XYZ:
```
47
Properties=species:S:1:pos:R:3:mulliken_charge:R:1
O -4.12046 0.30082 2.07773 -0.692
C -3.88543 -0.10177 0.95340 -0.099
C -2.46037 -0.33856 0.47440 1.266
C -2.11379 -1.82701 0.61830 -0.674
C -0.64766 -2.05807 0.26087 -0.588
C 0.25223 -1.15545 1.11262 -0.906
N -0.09388 0.25201 1.02512 0.166
C 0.34698 0.89345 -0.20226 -0.231
C 1.82199 1.07939 -0.15137 0.309
N 2.74058 0.18122 -0.32320 -0.516
C 3.90153 0.88136 -0.13122 0.444
C 5.19482 0.28014 -0.21839 0.316
C 6.41511 0.88191 -0.05640 -0.685
C 7.48258 -0.01917 -0.20982 -0.347
C 7.06167 -1.28504 -0.48401 -0.483
S 5.35340 -1.40852 -0.56186 -0.075
N 3.68631 2.14743 0.13515 -0.472
O 2.33359 2.28199 0.12352 -0.138
C -1.48626 0.47371 1.34717 -1.908
N -4.89348 -0.40458 0.09724 0.096
C -4.81649 -0.81379 -1.28618 -0.487
C -5.49366 0.25282 -2.16060 -0.676
O -6.82759 0.46196 -1.76887 -0.378
C -6.90338 0.86661 -0.41800 -0.565
C -6.26786 -0.17340 0.50686 -0.763
H -2.34458 -0.02224 -0.56640 0.365
H -2.76131 -2.43811 -0.01512 0.320
H -2.28638 -2.12124 1.65623 0.394
H -0.37894 -3.10046 0.43447 0.407
H -0.48722 -1.84687 -0.79898 0.293
H 1.29484 -1.27315 0.81294 0.402
H 0.15758 -1.44080 2.16422 0.409
H 0.10718 0.32294 -1.11436 0.251
H -0.11112 1.88273 -0.26495 0.429
H 6.51649 1.92840 0.16347 0.454
H 8.51746 0.25804 -0.12064 0.405
H 7.66050 -2.15939 -0.64582 0.430
H -1.70781 1.53974 1.26333 0.483
H -1.63737 0.18776 2.39107 0.288
H -5.36038 -1.76010 -1.39941 0.232
H -3.78938 -0.96026 -1.60966 0.418
H -4.92650 1.19455 -2.08606 0.338
H -5.52689 -0.06821 -3.20311 0.339
H -6.39149 1.83203 -0.28731 0.323
H -7.96423 0.98634 -0.19554 0.355
H -6.82281 -1.11552 0.43906 0.322
H -6.25854 0.17764 1.53889 0.428
```



<ii> is preferred energetically. Next in line: 44.8 kcal/mol higher.



<i>
Computed, not measured: a single C5H13NO3 molecule, with ωB97M-V/def2-TZVPD.

Properties
HOMO = -8.9 eV
2S+1 = 1
SMILES = CC[C@@H](O)[C@H](O)[C@@H](N)O
orbital gap = 9.74 eV

Geometry as XYZ:
```
22
Properties=species:S:1:pos:R:3:mulliken_charge:R:1
C 3.12890 -0.05259 0.38902 -1.240
C 1.80150 -0.78279 0.28365 -0.428
C 0.56691 0.29740 0.00138 -0.420
O 0.55588 0.72184 -1.32025 -0.573
C -0.64782 -0.48113 0.38920 0.064
O -0.92773 -1.47008 -0.55884 -0.596
C -1.98779 0.55909 0.38554 -0.213
N -2.26225 1.29012 -0.82175 -0.639
O -3.05768 -0.34979 0.61834 -0.547
H 3.95880 -0.75769 0.42535 0.373
H 3.16180 0.54721 1.29778 0.318
H 3.26786 0.60578 -0.46706 0.295
H 1.63252 -1.39849 1.16662 0.359
H 1.79667 -1.45604 -0.57490 0.276
H 0.70926 1.17848 0.63024 0.470
H 0.29925 -0.04589 -1.85264 0.432
H -0.58258 -0.86921 1.41191 0.370
H -1.87168 -1.68842 -0.43285 0.410
H -1.89358 1.26126 1.22624 0.433
H -1.64565 2.08889 -0.91540 0.284
H -2.12877 0.70544 -1.64173 0.233
H -3.87382 0.09662 0.36017 0.340
```



<ii>
Computed, not measured: 2 unconnected molecules or ions with the total composition C5H13NO3, with ωB97M-V/def2-TZVPD.

Properties
HOMO = -9.0 eV
2S+1 = 1
SMILES = CN[C@H](C=O)[C@H](C)O.O
orbital gap = 9.58 eV

Geometry as XYZ:
```
22
Properties=species:S:1:pos:R:3:mulliken_charge:R:1
C 1.25508 2.22931 -0.30818 -0.807
N 0.39125 1.04392 -0.61670 -0.428
C 0.15738 0.21962 0.59432 -0.086
C 1.41547 -0.72086 0.68136 -0.106
O 2.00659 -1.06972 -0.30978 -0.530
C -1.17461 -0.53699 0.49981 0.072
C -2.32539 0.28829 1.05307 -1.245
O -0.97418 -1.85840 1.03618 -0.524
H 1.29845 2.51920 0.75218 0.298
H 0.84510 3.11122 -0.79416 0.307
H 2.17913 2.09051 -0.95554 0.296
H 0.82247 0.43613 -1.31120 0.348
H 0.22343 0.78797 1.52453 0.483
H 1.76022 -1.00916 1.66238 0.401
H -1.32518 -0.86732 -0.55621 0.164
H -2.68569 -0.05199 2.00917 0.347
H -2.09866 1.34214 0.91736 0.365
H -3.03896 0.23061 0.22211 0.320
H -1.04649 -1.74547 1.99488 0.323
O 1.00210 -2.16799 -2.90306 -0.674
H 1.15813 -1.76361 -2.03966 0.381
H 0.15434 -2.50745 -3.15286 0.296
```



<i> is preferred energetically. Next in line: 34.6 kcal/mol higher.



<i>
Computed, not measured: 3 unconnected molecules or ions with the total composition C5H13NO3, with ωB97M-V/def2-TZVPD.

Properties
HOMO = -7.6 eV
2S+1 = 1
orbital gap = 8.25 eV

Geometry as XYZ:
```
22
Properties=species:S:1:pos:R:3:mulliken_charge:R:1
C -0.35779 1.07378 -1.51223 0.210
C 0.84392 -0.82369 -0.60119 -0.904
C -1.49036 0.37748 -2.21339 -0.924
O -0.61899 1.92408 -0.62334 -0.745
O 2.18259 -0.36933 -0.60957 -0.537
H 0.30658 1.77152 0.58315 0.453
H 2.24164 0.38304 -0.00401 0.436
H 0.60628 1.12211 -2.03076 0.462
H 0.54670 -1.06847 -1.62137 0.399
H 0.75703 -1.78877 -0.08849 0.346
H -1.13973 -0.42318 -2.86337 0.331
H -2.02524 1.11348 -2.82073 0.339
H -2.19722 -0.03142 -1.48850 0.223
C 0.84624 -0.96886 2.22928 -1.195
C 0.15989 0.04352 1.36088 0.584
N -1.20578 0.08277 1.41843 -0.506
O 0.79463 1.20807 1.28995 -0.584
H -1.63078 0.81036 0.85017 0.296
H -1.66894 -0.81232 1.38153 0.243
H 0.83566 -0.59759 3.25681 0.366
H 1.87704 -1.09586 1.90754 0.305
H 0.33661 -1.93070 2.19923 0.402
```



<ii>
Computed, not measured: 2 unconnected molecules or ions with the total composition C5H13NO3, with ωB97M-V/def2-TZVPD.

Properties
HOMO = -9.7 eV
2S+1 = 1
SMILES = CC(N)=O.COCOC
orbital gap = 10.54 eV

Geometry as XYZ:
```
22
Properties=species:S:1:pos:R:3:mulliken_charge:R:1
C -2.92379 -1.85636 -1.38812 -1.180
C -1.96366 -0.92359 -0.68300 0.709
N -1.02038 -0.35581 -1.49278 -0.282
O -2.01577 -0.68717 0.51597 -0.603
H -3.64089 -2.26050 -0.65392 0.294
H -2.38433 -2.69850 -1.85330 0.316
H -3.48647 -1.32274 -2.17250 0.335
H -0.97934 -0.55552 -2.49526 0.176
H -0.34337 0.28449 -1.07065 0.348
C 2.21517 1.98413 -0.32680 -0.727
O 0.94023 1.43953 -0.01986 -0.391
C 0.72253 1.35523 1.36052 -0.260
O 1.56570 0.45054 2.01670 -0.370
C 1.32109 -0.89084 1.62028 -0.565
H 2.28108 2.07594 -1.42400 0.269
H 3.03831 1.33823 0.02228 0.300
H 2.34079 2.98553 0.11821 0.262
H 0.87846 2.33300 1.85560 0.320
H -0.34246 1.08046 1.48602 0.312
H 0.27245 -1.17845 1.80536 0.230
H 1.54862 -1.05745 0.55394 0.237
H 1.97601 -1.54009 2.22538 0.270
```



<ii> is preferred energetically. Next in line: 63.2 kcal/mol higher.